1.
Below is a 2-piece molecular cluster, C5H10S2 overall, with properties calculated with wB97M-V/def2-TZVPD.

Element x y z (Å)
C (-0.06554, -0.88324, -1.84997)
C (0.22509, 0.28550, -1.30979)
C (-2.36054, -0.29669, 2.05942)
C (2.26081, 0.96729, -0.03235)
C (0.82159, 0.45997, 0.04934)
S (-2.70699, 0.94785, 1.08368)
S (-2.15358, -1.94322, 1.57993)
H (-0.49146, -0.97482, -2.83518)
H (0.12179, -1.80588, -1.32264)
H (0.05218, 1.19963, -1.86042)
H (-2.22728, -0.17284, 3.12752)
H (2.67434, 1.08901, 0.96515)
H (2.30591, 1.92313, -0.54786)
H (2.87835, 0.25623, -0.57690)
H (0.21907, 1.17943, 0.60974)
H (0.80593, -0.49373, 0.58075)
H (-2.35967, -1.73762, 0.27959)

Properties
SMILES   C=CCC.S=CS

2.
Below is a single C5H10S3 molecule, with properties calculated with wB97M-V/def2-TZVPD.

Element x y z (Å)
C (1.93645, -2.68015, -2.33868)
C (0.77272, -0.74687, -0.71197)
C (-0.64713, 1.21046, 0.73468)
C (-0.38697, 2.43340, 1.62492)
C (-1.82945, 0.37633, 1.24297)
H (1.93498, -2.00546, -3.18449)
H (2.77128, -3.37462, -2.39958)
H (1.01724, -3.23588, -2.37161)
H (-0.81444, 1.53888, -0.27795)
H (-0.14725, 2.12721, 2.63553)
H (0.46085, 3.02798, 1.21865)
H (-1.29042, 3.06494, 1.64643)
H (-1.68345, 0.07176, 2.27364)
H (-2.01206, -0.49929, 0.61955)
H (-2.73985, 0.96186, 1.21531)
S (2.17312, -1.81231, -0.78842)
S (-0.40259, -0.69418, -1.86282)
S (0.88697, 0.23594, 0.72383)

Computed energy relative to the best compared isomer or geometry (same formula, charge and spin) (eV) in order:
0.862, 0.000